(A)
Entry from OMol25: an isolated ion of composition C6H11N2O2 and charge +1 (ωB97M-V with the def2-TZVPD basis set).

The net charge is +1. As for the HOMO-LUMO gap (alpha / beta): 8.82 / 7.54 eV. The HOMO energy (alpha / beta) comes out at -13.4 / -12.7 eV.

Element x y z (Å)
C 0.28964 0.51456 1.87051
C 0.26039 -1.05096 1.76189
C -0.81772 1.23640 -1.04001
C -0.27531 -0.11400 -1.78333
C 0.21977 1.89297 -0.17387
C 0.28979 -0.97050 -0.70018
N 0.76162 0.95602 0.75118
N -0.36294 -1.45785 0.52272
O -0.21511 1.12110 2.83840
O 1.42291 -1.62743 -0.82926
H 1.34826 -1.38310 1.84546
H -0.33026 -1.43283 2.66304
H -1.21468 1.98180 -1.72311
H -1.68345 1.08094 -0.44464
H -1.03054 -0.55389 -2.41174
H 0.54477 0.12359 -2.42798
H 1.02923 2.36826 -0.75287
H -0.23062 2.48951 0.65094
H -0.48797 -2.52683 0.53284
H -1.37727 -1.21833 0.61513
H 1.85951 -1.42942 -1.76510

***

(B)
Entry from OMol25: a 2-piece molecular cluster, C6H11N2O2 overall (ωB97M-V with the def2-TZVPD basis set).

The net charge is +1. As for the HOMO-LUMO gap: 7.32 eV. The HOMO energy comes out at -13.2 eV.

Element x y z (Å)
C -2.08748 -0.30065 1.00260
C -1.21679 0.83416 1.09498
C -1.47375 -1.32762 0.17065
C -0.52276 1.35413 -0.18827
C 0.01291 -0.98849 0.01008
C 0.20332 0.39561 0.62376
N 3.96005 0.27050 -1.10028
N 2.73767 0.22945 -0.79340
O 4.52574 0.80048 -2.04011
O 1.82151 0.94133 -1.58417
H -3.06229 -0.39279 1.30931
H -1.58326 1.45760 1.88627
H -1.57700 -2.31667 0.35688
H -1.91251 -1.08988 -0.78623
H -0.97072 0.84653 -1.11653
H -0.36830 2.34612 -0.05424
H 0.83286 -1.53788 0.45641
H 0.21928 -1.01849 -0.98413
H 0.96803 0.80279 1.15818
H 4.39237 -0.24039 -0.42115
H 2.45159 1.33528 -2.20547

***

Tell me which of them is the most stable. Sure, it is (A).

***

(A)
Entry from OMol25: an isolated ion of composition C3H7N2OS and charge +1 (ωB97M-V with the def2-TZVPD basis set).

The net charge is +1. As for the HOMO-LUMO gap: 9.34 eV. The HOMO energy comes out at -13.3 eV.

Element x y z (Å)
C -0.02428 2.30176 0.84966
C -0.03076 -1.78766 -0.37441
C 0.09836 1.43723 -0.23994
N -1.07747 -1.02896 -0.15676
N 0.19096 -2.89009 0.27102
O 1.10945 1.52084 -1.08749
S -1.26475 0.39761 -0.98122
H -0.93796 2.68383 1.26030
H 0.94050 2.46249 1.28053
H 0.73776 -1.61318 -1.13765
H 1.11507 -3.37773 0.14696
H -0.37696 -3.03799 1.10413
H 1.89863 2.07197 -0.64581
H -2.37856 0.85988 -0.28934

***

(B)
Entry from OMol25: a 2-piece molecular cluster, C3H7N2OS overall (ωB97M-V with the def2-TZVPD basis set).

The net charge is +1. As for the HOMO-LUMO gap: 10.95 eV. The HOMO energy comes out at -14.4 eV.

Element x y z (Å)
C -3.16903 0.78055 0.13149
C 0.72333 -0.04373 0.16385
C 0.81707 1.48422 -0.05578
N 1.78662 -0.71334 0.52421
N -0.32488 -0.78499 -0.12462
O -4.22317 1.16080 0.17314
S -0.35281 -2.54266 -0.11678
H -0.84958 -2.74313 -1.34781
H 0.83697 1.68388 -1.26669
H -0.04021 2.00283 0.31458
H 1.79124 1.91415 0.30201
H 2.57553 -0.19930 0.96780
H 1.63293 -1.75168 0.53525
H -1.20401 -0.24760 -0.20064

***

Tell me which of them is the most stable. Sure, it is (B).

***

(A)
Entry from OMol25: an isolated ion of composition C4H8NO2 and charge +1 (ωB97M-V with the def2-TZVPD basis set).

The net charge is +1. Its spin multiplicity is 3. As for the HOMO-LUMO gap (alpha / beta): 6.77 / 7.41 eV. The HOMO energy (alpha / beta) comes out at -10.2 / -14.6 eV.

Element x y z (Å)
C -0.60931 -0.21445 1.58326
C -2.08769 0.24239 -0.70353
C -0.71255 -0.23591 0.24605
C 1.50884 0.59962 -0.90185
N 0.44745 -0.42415 -0.74510
O -1.98087 -0.03727 -1.87127
O 0.55219 -0.47877 2.13468
H -1.46274 -0.29621 2.18326
H -2.93286 0.51743 -0.12133
H 2.21196 0.75729 0.04036
H 2.12376 0.10695 -1.68453
H 1.12867 1.64011 -1.22521
H 1.04548 -1.24283 -0.29878
H -0.00130 -0.47660 -1.72971
H 0.76896 -0.45761 3.09371

***

(B)
Entry from OMol25: an isolated ion of composition C4H8NO2 and charge +1 (ωB97M-V with the def2-TZVPD basis set).

The net charge is +1. Its spin multiplicity is 3. As for the HOMO-LUMO gap (alpha / beta): 7.55 / 7.21 eV. The HOMO energy (alpha / beta) comes out at -11.3 / -14.7 eV.

Element x y z (Å)
C 1.27995 0.93092 -1.04376
C -2.08473 0.43961 0.14658
C -0.97984 -0.30401 -0.14467
C 0.68585 -0.19815 -0.26048
N 1.08882 -0.20855 1.19173
O 2.19155 1.62729 -0.66994
O 1.08443 -1.35470 -0.81676
H 0.90425 1.00954 -2.09775
H -2.12393 1.34858 0.85861
H -3.06947 0.13819 -0.12775
H -1.19027 -1.27123 -0.52429
H 1.58317 -0.99756 1.58802
H 0.27434 -0.20804 1.77154
H 1.74729 0.60551 1.26259
H 0.35156 -1.85719 -1.14583

***

Tell me which of them is the most stable. Sure, it is (B).

***

(A)
Entry from OMol25: one molecule with the formula C2H2O2 (ωB97M-V with the def2-TZVPD basis set).

As for the SMILES: O=CC=O. As for the HOMO-LUMO gap: 9.02 eV. The HOMO energy comes out at -10.1 eV.

Element x y z (Å)
O 1.13509 0.30205 -0.99534
C 0.27754 -0.43392 -0.66383
C -0.79111 -0.28623 0.42515
O -0.54390 0.52405 1.31344
H -0.00988 -1.25234 -1.39246
H -1.63829 -1.03556 0.27976

***

(B)
Entry from OMol25: a 2-piece molecular cluster, C2H2O2 overall (ωB97M-V with the def2-TZVPD basis set).

As for the HOMO-LUMO gap (alpha / beta): 8.86 / 7.02 eV. The HOMO energy (alpha / beta) comes out at -8.6 / -7.3 eV.

Element x y z (Å)
C -0.84666 0.29723 0.94024
C 1.44901 -0.21173 -1.25640
O -1.51853 -0.63651 1.12950
O 0.82101 0.23847 -0.26263
H -1.10939 1.31158 1.32726
H 1.20456 -0.99903 -1.87797

***

(C)
Entry from OMol25: one molecule with the formula C2H2O2 (ωB97M-V with the def2-TZVPD basis set).

As for the HOMO-LUMO gap (alpha / beta): 6.35 / 6.15 eV. The HOMO energy (alpha / beta) comes out at -9.3 / -9.2 eV.

Element x y z (Å)
C -0.28183 0.15847 -0.49101
C -0.51220 0.93135 0.51251
O 0.56714 -0.89497 -0.61609
O 1.09289 -1.30432 0.51134
H -0.87142 0.09856 -1.30662
H 0.00541 1.01091 1.38987

***

Tell me which of them is the most stable. Sure, it is (A).

***

(A)
Entry from OMol25: an isolated ion of composition C5H7N4 and charge +1 (ωB97M-V with the def2-TZVPD basis set).

The net charge is +1. As for the SMILES: C1=N/C(=N\N2CC2)[NH+]=C1. As for the HOMO-LUMO gap (alpha / beta): 7.61 / 7.61 eV. The HOMO energy (alpha / beta) comes out at -13.4 / -13.4 eV.

Element x y z (Å)
C 1.98774 -0.61873 1.97218
N 1.38627 -0.52507 0.82221
C 0.08107 -0.70849 1.01393
N -0.64688 -0.38351 -0.00449
N -0.00898 0.05063 -1.00429
C 1.18879 0.13926 -1.86749
C -0.24473 0.16704 -2.35873
N -0.18272 -0.89167 2.31182
C 1.01392 -1.04540 2.91928
H 3.02823 -0.31909 2.12708
H 1.68908 -0.74086 -2.06239
H 1.77944 1.01493 -1.95783
H -1.01085 -0.39321 -2.81722
H -0.58228 1.23499 -2.56361
H -1.08423 -1.07919 2.72086
H 1.06486 -1.36952 3.96265

***

(B)
Entry from OMol25: an isolated ion of composition C5H7N4 and charge +1 (ωB97M-V with the def2-TZVPD basis set).

The net charge is +1. As for the SMILES: C1=N[C@H]2CC=[N+]1N=CN2. As for the HOMO-LUMO gap (alpha / beta): 8.39 / 8.39 eV. The HOMO energy (alpha / beta) comes out at -14.5 / -14.5 eV.

Element x y z (Å)
C -0.02948 -1.42678 -1.02409
N -0.65909 -0.45050 -1.47991
C -0.71286 0.63775 -0.59697
C -1.38591 0.22044 0.69106
C -0.26638 -0.60397 1.21555
N 0.35827 -1.33454 0.34646
N 1.67255 -0.83685 0.34212
C 1.68869 0.42902 0.01122
N 0.63669 1.16147 -0.37675
H 0.30126 -2.31126 -1.66494
H -1.12697 1.52364 -1.04004
H -1.57076 1.04705 1.42367
H -2.34039 -0.18215 0.50513
H -0.20291 -0.71079 2.27391
H 2.75814 0.72269 0.02316
H 0.87917 2.11478 -0.64957

***

(C)
Entry from OMol25: an isolated ion of composition C5H7N4 and charge +1 (ωB97M-V with the def2-TZVPD basis set).

The net charge is +1. As for the SMILES: [H]\N=C/[NH+]=C\N=C\N=C=C. As for the HOMO-LUMO gap: 8.95 eV. The HOMO energy comes out at -13.1 eV.

Element x y z (Å)
H 0.44828 0.03533 1.33573
N 0.61949 -0.70301 2.04742
C -0.34557 -1.49935 2.32220
N -1.64729 -1.36333 1.80268
C -1.90770 -0.68594 0.68987
N -1.05417 0.07930 0.13525
C -0.53425 1.13040 -0.37292
N 0.41132 1.26305 -1.17889
C 1.39549 1.65995 -1.68709
C 2.45557 1.93860 -2.41696
H -0.17541 -2.41154 2.97221
H -2.21780 -2.28795 2.04831
H -2.81708 -0.80574 0.01362
H -0.82086 2.04500 0.06770
H 3.12102 1.15654 -2.76036
H 2.67959 3.01973 -2.55187

***

Tell me which of them is the most stable. Sure, it is (C).

***

(A)
Entry from OMol25: a 2-piece molecular cluster, C2H9NS2 overall (ωB97M-V with the def2-TZVPD basis set).

The net charge is +1. Its spin multiplicity is 2. As for the HOMO-LUMO gap (alpha / beta): 9.12 / 4.26 eV. The HOMO energy (alpha / beta) comes out at -12.5 / -12.5 eV.

Element x y z (Å)
S 2.71364 -0.07251 -1.42725
S 2.60343 0.94522 0.46666
H 1.45811 -0.58112 -1.36625
H 3.19092 2.07680 0.04854
C -1.35830 0.66575 -0.62803
N -1.16569 0.07017 0.72074
C -0.66723 -1.27551 0.88272
H -1.18540 -0.03604 -1.45276
H -0.56040 1.41680 -0.67492
H -2.38468 1.02049 -0.78991
H -0.68803 0.69912 1.37337
H -1.33255 -1.87247 0.24442
H 0.39535 -1.52384 0.70598
H -1.01916 -1.53287 1.89671

***

(B)
Entry from OMol25: a 2-piece molecular cluster, C2H9NS2 overall (ωB97M-V with the def2-TZVPD basis set).

The net charge is +1. Its spin multiplicity is 2. As for the HOMO-LUMO gap (alpha / beta): 8.06 / 3.24 eV. The HOMO energy (alpha / beta) comes out at -11.7 / -11.7 eV.

Element x y z (Å)
S 1.34752 2.44557 -1.24111
S -0.38688 2.29621 -2.20957
H 2.11100 3.26113 -1.82325
H -0.09066 1.21977 -3.01521
C 0.28069 -3.97111 1.99983
N -1.18865 -3.35604 2.20199
C -1.18682 -1.98354 2.63965
H 0.48296 -4.76311 2.77357
H 0.32341 -4.50033 0.94858
H 1.09447 -3.17867 1.99658
H -1.87573 -3.78137 2.91936
H -2.16910 -1.56030 2.16711
H -0.33806 -1.49691 2.21624
H -1.15127 -1.84848 3.77718

***

Tell me which of them is the most stable. Sure, it is (A).